One molecule with the formula C21H32N4O3S, computed with wB97M-V/def2-TZVPD.

## Properties
SMILES   CCOCCCn1c(=S)[nH]c2cc(C(=O)NCCCN(CC)CC)ccc2c1=O
Relative energy (zero: lowest compared OMol25 entry of this formula, charge and spin)   0.052 eV
Multiplicity   1
Energy   -1662.400510 a.u.
Highest occupied orbital energy   -8.51 eV
Lowest unoccupied orbital energy   -0.085 eV

CARTESIAN COORDINATES (ANGSTROEM)
1 S 1.63103 -3.72219 -1.30148
2 O -1.60293 -0.68158 -3.43748
3 O 0.54065 -2.29575 -6.53891
4 O -3.89566 1.07495 3.03727
5 N 0.89397 1.81738 3.72397
6 N 0.01289 -2.11303 -0.07814
7 N -0.18427 -2.11444 -2.40127
8 N -1.72967 0.91872 3.67512
9 C -1.14965 -1.10691 -2.39740
10 C 1.40787 -1.86410 -4.27126
11 C 1.95758 0.89584 4.12221
12 C -1.55552 -0.62638 -1.07317
13 C -0.95632 -1.15423 0.07659
14 C 1.41878 1.85783 1.30259
15 C 1.67828 -2.32401 -5.70960
16 C -0.07363 0.11235 -6.49129
17 C -0.61678 1.73575 5.68326
18 C -2.73681 0.80306 2.78733
19 C -1.33196 -0.69423 1.33609
20 C -2.92467 0.79131 0.30160
21 C -1.94846 1.53039 4.96974
22 C 1.25528 2.65772 2.59034
23 C 1.64230 -0.54889 3.73991
24 C -2.30665 0.28409 1.44656
25 C 0.42614 -2.59861 -1.28070
26 C 0.32846 -1.12309 -7.29502
27 C -2.54710 0.34626 -0.94594
28 C 0.22075 -2.63463 -3.69743
29 C 0.35419 2.57770 4.84823
30 H 1.59008 2.54154 0.47497
31 H 2.26475 1.17844 1.35958
32 H 1.22592 -0.90046 -7.89403
33 H 2.09741 0.94566 5.20630
34 H 1.99456 -3.37270 -5.68608
35 H -0.87777 -1.12105 2.21690
36 H 0.71990 -0.87509 4.21450
37 H 2.44900 -1.19922 4.07013
38 H 0.78394 0.54852 -5.98373
39 H -0.75581 0.95168 3.37139
40 H -2.60869 0.88636 5.56060
41 H -3.69974 1.53208 0.41910
42 H 0.44731 3.37884 2.44223
43 H 1.53879 -0.64772 2.66312
44 H 2.49010 -1.72564 -6.14455
45 H -0.48272 -1.39599 -7.97540
46 H 1.15963 2.96272 5.49389
47 H -0.82979 -0.14501 -5.75364
48 H 0.51690 1.28583 1.09543
49 H -0.80331 2.24359 6.63019
50 H -0.18956 3.44000 4.45544
51 H -0.48254 0.85996 -7.16627
52 H -0.62855 -2.53047 -4.37525
53 H 1.18014 -0.79853 -4.24572
54 H 2.18102 3.22472 2.78818
55 H -2.46542 2.48991 4.84000
56 H 0.46508 -2.51092 0.73501
57 H 2.90784 1.19213 3.66143
58 H -0.16717 0.76718 5.90376
59 H 2.30069 -2.04611 -3.67051
60 H -3.00328 0.72838 -1.84596
61 H 0.47320 -3.68994 -3.58274

Force components x, y, z for each atom (eV/Å):
S 0.39 -0.39 0.06
O -0.05 0.06 0.03
O -0.13 -0.10 0.09
O -0.21 0.11 -0.05
N 0.13 0.18 -0.03
N -0.03 -0.03 -0.04
N -0.07 -0.04 0.21
N 0.10 0.01 0.14
C -0.14 0.13 0.01
C -0.21 -0.15 -0.29
C -0.05 -0.35 -0.06
C 0.02 -0.01 0.43
C -0.44 0.46 -0.39
C 0.01 0.22 0.22
C 0.17 0.03 0.27
C 0.13 -0.35 -0.09
C -0.06 0.20 -0.29
C 0.20 -0.15 0.07
C -0.13 0.06 -0.03
C -0.03 0.04 0.03
C -0.25 -0.07 0.23
C 0.02 -0.01 -0.25
C 0.23 0.21 0.16
C 0.02 -0.20 -0.29
C 0.25 -0.18 0.47
C -0.10 0.22 -0.15
C 0.12 -0.08 0.07
C 0.13 -0.05 -0.67
C -0.03 -0.04 0.33
H 0.05 0.02 -0.12
H 0.10 -0.11 -0.04
H -0.11 -0.07 0.01
H 0.03 0.06 -0.06
H 0.08 0.11 -0.01
H 0.07 -0.02 0.14
H -0.12 -0.06 0.03
H 0.06 -0.15 0.00
H 0.04 0.08 0.08
H -0.10 -0.03 -0.18
H 0.02 0.15 -0.01
H -0.08 0.06 0.01
H 0.07 0.01 0.06
H -0.03 -0.03 -0.14
H -0.02 -0.07 -0.01
H 0.12 0.10 -0.02
H -0.03 0.04 -0.09
H -0.07 0.02 0.07
H -0.07 -0.07 -0.05
H 0.00 -0.06 0.04
H 0.03 0.01 0.00
H -0.02 0.12 -0.08
H 0.11 -0.04 0.19
H 0.02 0.04 0.01
H -0.09 0.03 0.03
H 0.02 -0.08 0.06
H 0.00 0.02 -0.24
H -0.02 0.06 0.08
H 0.07 -0.06 0.12
H 0.00 0.02 0.02
H -0.03 0.04 -0.08
H -0.10 0.14 0.02